1.
Density functional theory data (wB97M-V/def2-TZVPD) for a molecular structure, C42H43BN4O2PdS3 at a distorted geometry.

Its expectation value of S² is 6.02. The calculation puts the molar mass at 849.26 g mol⁻¹. The max |F| is 0.208 Eh/bohr. For the calculated total energy, the calculation gives -90942.0427 eV. Its HOMO energy (spin up / spin down) is -11.98 / -13.50 eV.

Geometry as ORCA input:
```
! RIJCOSX wB97M-V def2-TZVPD def2/J DEFGRID3
* xyz 2 5
Pd 1.791 -0.364 0.785
N 0.826 -1.954 0.102
S -0.348 -2.144 -0.588
N -1.108 -0.786 -0.423
S -1.605 0.157 -1.584
N -1.424 1.602 -0.932
S -0.053 2.198 -0.398
N 0.811 1.250 0.092
C -0.406 3.248 1.003
C -1.136 2.682 2.053
C -1.494 3.464 3.150
C -1.119 4.808 3.196
C -0.384 5.366 2.147
C -0.028 4.587 1.043
C 0.842 3.158 -1.597
C 0.138 3.846 -2.582
C 0.836 4.620 -3.511
C 2.231 4.696 -3.453
C 2.930 3.992 -2.470
C 2.236 3.220 -1.540
C -3.374 -0.049 -1.806
C -3.990 -1.248 -1.474
C -5.373 -1.371 -1.612
C -6.130 -0.296 -2.085
C -5.501 0.906 -2.418
C -4.119 1.032 -2.274
C -0.867 0.045 -3.192
C 0.490 0.295 -3.334
C 1.079 0.277 -4.601
C 0.310 -0.012 -5.727
C -1.050 -0.288 -5.581
C -1.638 -0.254 -4.314
C 0.079 -2.791 -2.181
C 1.417 -2.838 -2.581
C 1.761 -3.432 -3.796
C 0.768 -3.991 -4.602
C -0.568 -3.950 -4.195
C -0.914 -3.354 -2.981
C -1.132 -3.467 0.333
C -2.113 -3.157 1.275
C -2.732 -4.181 1.992
C -2.368 -5.511 1.766
C -1.377 -5.815 0.831
C -0.750 -4.792 0.118
H -1.416 1.631 1.992
H -2.065 3.016 3.956
H -1.399 5.416 4.049
H -0.090 6.409 2.181
H 0.537 5.027 0.231
H -0.942 3.753 -2.636
H 0.289 5.141 -4.288
H 2.772 5.285 -4.186
H 4.014 4.024 -2.433
H 2.764 2.648 -0.781
H -3.397 -2.074 -1.104
H -5.850 -2.305 -1.340
H -7.205 -0.392 -2.186
H -6.077 1.748 -2.783
H -3.612 1.957 -2.525
H 1.089 0.469 -2.447
H 2.141 0.474 -4.685
H 0.771 -0.044 -6.706
H -1.658 -0.538 -6.442
H -2.689 -0.484 -4.212
H 2.175 -2.379 -1.953
H 2.797 -3.433 -4.110
H 1.032 -4.433 -5.556
H -1.348 -4.358 -4.828
H -1.950 -3.289 -2.667
H -2.380 -2.118 1.453
H -3.489 -3.931 2.727
H -2.849 -6.305 2.327
H -1.081 -6.844 0.659
H 0.038 -5.018 -0.592
C 1.626 -1.284 5.823
C 2.764 -0.750 4.906
C 4.106 -1.172 5.539
O 2.621 -1.354 3.646
B 1.791 -0.364 2.947
O 1.667 0.923 3.642
C 2.660 0.799 4.627
C 2.268 1.622 5.871
C 3.974 1.408 4.060
H 1.683 -2.391 5.897
H 0.625 -1.022 5.421
H 1.713 -0.875 6.852
H 4.130 -2.273 5.689
H 4.248 -0.678 6.523
H 4.962 -0.922 4.879
H 1.277 1.316 6.265
H 2.186 2.699 5.609
H 3.029 1.510 6.673
H 4.313 0.866 3.151
H 4.789 1.380 4.813
H 3.813 2.471 3.780
H 3.386 -0.364 0.221
*
```

Mulliken population analysis, charges in e, atoms 1 to 4: -0.4468 -1.2001 2.2975 0.1110

---

2.
Density functional theory data (wB97M-V/def2-TZVPD) for 8 unconnected molecules or ions with the total composition C42H43Cl10NO4 at a distorted geometry.

The calculation puts the molar mass at 980.34 g mol⁻¹. The max |F| is 0.085 Eh/bohr. Its SMILES is O=C1c2ccccc2C(=O)c2ccccc21.O=C1c2ccccc2C(=O)c2ccccc21.CCCC#N.ClCCCl.ClCCCl.ClCCCl.ClCCCl.ClCCCl. For the calculated total energy, the calculation gives -179156.0367 eV. Its HOMO energy is -9.52 eV.

Geometry as ORCA input:
```
! RIJCOSX wB97M-V def2-TZVPD def2/J DEFGRID3
* xyz 0 1
O 0.531 1.593 0.731
C 0.008 2.657 0.413
C 0.597 3.333 -0.762
C 1.748 2.779 -1.473
C 2.289 3.480 -2.585
C 1.807 4.726 -2.936
C 0.814 5.221 -2.169
C 0.097 4.584 -1.137
C -0.993 5.351 -0.468
O -1.225 6.530 -0.818
C -1.672 4.555 0.676
C -2.765 5.147 1.268
C -3.435 4.552 2.341
C -3.012 3.246 2.698
C -1.973 2.554 2.009
C -1.261 3.261 1.038
H 2.115 1.828 -1.116
H 3.112 3.003 -3.097
H 2.180 5.417 -3.677
H 0.590 6.245 -2.429
H -3.021 6.154 0.972
H -4.204 5.068 2.896
H -3.357 2.723 3.577
H -1.553 1.637 2.396
O -1.654 2.551 -5.272
C -2.052 2.295 -4.178
C -3.105 3.185 -3.469
C -3.592 4.338 -4.119
C -4.618 5.065 -3.565
C -5.034 4.826 -2.322
C -4.561 3.733 -1.624
C -3.571 2.969 -2.153
C -3.109 1.723 -1.415
O -3.550 1.398 -0.310
C -2.013 0.960 -2.029
C -1.466 -0.127 -1.336
C -0.450 -0.934 -1.935
C 0.043 -0.644 -3.192
C -0.436 0.461 -3.865
C -1.508 1.212 -3.326
H -3.123 4.562 -5.065
H -5.124 5.858 -4.095
H -5.839 5.381 -1.865
H -4.966 3.552 -0.639
H -1.802 -0.416 -0.351
H -0.157 -1.771 -1.318
H 0.750 -1.293 -3.688
H -0.014 0.622 -4.846
C 2.355 -1.225 0.903
C 2.060 -1.447 2.389
C 0.605 -1.102 2.824
C -0.412 -1.901 2.110
N -1.225 -2.550 1.536
H 1.824 -0.363 0.499
H 1.895 -1.955 0.237
H 3.414 -1.344 0.676
H 2.817 -0.796 2.825
H 2.376 -2.442 2.703
H 0.514 -0.041 2.593
H 0.599 -1.362 3.883
Cl -4.013 -6.774 2.773
C -3.239 -6.570 1.087
C -2.000 -5.691 1.198
Cl -0.524 -6.470 2.027
H -3.895 -6.060 0.381
H -3.016 -7.512 0.586
H -2.179 -4.891 1.917
H -1.599 -5.330 0.250
Cl 2.817 -3.284 -3.146
C 3.807 -1.910 -3.699
C 5.234 -1.965 -3.019
Cl 5.203 -1.868 -1.187
H 3.404 -0.935 -3.425
H 3.860 -1.944 -4.787
H 5.768 -1.076 -3.356
H 5.885 -2.804 -3.265
Cl 4.799 -4.320 1.686
C 3.763 -4.984 0.304
C 2.320 -5.214 0.718
Cl 1.307 -5.586 -0.784
H 4.218 -5.939 0.043
H 3.950 -4.257 -0.487
H 1.885 -4.308 1.141
H 2.272 -6.001 1.471
Cl -4.277 -3.452 5.391
C -2.974 -4.632 5.477
C -1.830 -4.201 4.515
Cl -0.903 -2.890 5.484
H -3.420 -5.562 5.125
H -2.518 -4.830 6.447
H -2.276 -3.709 3.651
H -1.233 -5.057 4.200
Cl 3.833 3.349 1.456
C 3.792 1.529 1.655
C 5.055 1.030 2.393
Cl 6.463 1.409 1.337
H 3.811 1.149 0.633
H 2.897 1.422 2.267
H 5.154 -0.028 2.636
H 5.109 1.540 3.355
*
```

Mulliken population analysis, charges in e, atoms 1 to 4: -0.0676 -0.6733 1.6823 -0.5784

---

3.
Density functional theory data (wB97M-V/def2-TZVPD) for a molecular structure, C42H43CrFN5O7S3.

Its expectation value of S² is 0.76. The calculation puts the molar mass at 897.03 g mol⁻¹. The max |F| is 0.019 Eh/bohr. For the calculated total energy, the calculation gives -129679.9568 eV. Its HOMO energy is -5.81 eV.

Geometry as ORCA input:
```
! RIJCOSX wB97M-V def2-TZVPD def2/J DEFGRID3
* xyz 0 2
Cr 1.365 2.826 -0.168
C -2.953 2.943 0.521
C -1.494 2.586 0.550
N -0.619 3.196 -0.166
N -1.059 4.287 -0.919
C -0.153 5.205 -0.980
S 1.426 5.166 -0.281
S -0.614 6.671 -1.884
C -2.015 7.181 -0.852
C -1.571 7.722 0.471
C -1.506 6.896 1.587
C -1.053 7.385 2.803
C -0.662 8.709 2.917
C -0.721 9.540 1.807
C -1.169 9.047 0.594
C -1.027 1.526 1.442
C -1.896 0.495 1.817
C -1.503 -0.506 2.680
C -0.219 -0.457 3.229
C 0.650 0.558 2.899
C 0.282 1.558 1.981
O 1.178 2.464 1.658
H -3.087 4.007 0.352
H -3.443 2.648 1.446
H -3.433 2.429 -0.315
H -2.674 6.320 -0.743
H -2.531 7.941 -1.441
H -1.797 5.860 1.499
H -0.997 6.726 3.658
H -0.307 9.092 3.863
H -0.410 10.573 1.886
H -1.201 9.694 -0.273
H -2.894 0.469 1.393
H -2.180 -1.309 2.926
H 0.102 -1.227 3.919
H 1.648 0.604 3.311
C 5.352 -3.782 -0.936
C 5.098 -3.095 0.393
N 4.055 -2.084 0.304
C 4.411 -0.788 0.145
C 3.557 0.254 -0.049
C 4.147 1.657 -0.117
O 5.363 1.754 -0.084
O 3.328 2.637 -0.212
C 2.167 -0.039 -0.164
O 1.254 0.793 -0.343
C 1.769 -1.444 0.018
C 0.401 -1.732 0.003
C 0.006 -3.013 0.263
F -1.307 -3.336 0.254
C 0.926 -4.035 0.538
C 2.279 -3.751 0.518
C 2.714 -2.441 0.262
N 0.476 -5.355 0.847
C -0.777 -5.510 1.555
C -0.784 -6.858 2.244
N -0.638 -7.913 1.177
C 0.629 -7.725 0.388
C 0.617 -6.331 -0.208
H 6.145 -4.520 -0.833
H 5.656 -3.055 -1.687
H 4.457 -4.284 -1.301
H 5.997 -2.586 0.742
H 4.828 -3.813 1.171
H 5.469 -0.564 0.209
H -0.310 -0.951 -0.218
H 2.975 -4.541 0.754
H -1.653 -5.444 0.894
H -0.886 -4.726 2.304
H -1.717 -7.054 2.770
H 0.066 -6.976 2.918
H -1.438 -7.826 0.536
H -0.678 -8.851 1.582
H 0.666 -8.508 -0.369
H 1.451 -7.844 1.096
H -0.204 -6.259 -0.945
H 1.550 -6.169 -0.748
C 0.680 2.875 -4.408
C 1.621 2.641 -3.271
C 3.001 2.129 -3.534
O 1.240 2.882 -2.129
H 0.959 2.300 -5.287
H 0.722 3.939 -4.654
H -0.332 2.631 -4.092
H 3.405 2.586 -4.436
H 2.921 1.055 -3.720
H 3.650 2.312 -2.683
O -6.301 -2.826 0.138
C -5.159 -3.345 -0.391
O -4.961 -4.536 -0.280
C -4.243 -2.407 -1.059
C -3.212 -2.946 -1.832
C -2.285 -2.145 -2.447
C -2.298 -0.739 -2.319
S -1.065 0.232 -3.012
C -3.376 -0.205 -1.571
C -4.312 -1.010 -0.963
H -6.356 -1.886 -0.087
H -3.163 -4.023 -1.927
H -1.500 -2.581 -3.053
H -3.436 0.870 -1.473
H -5.081 -0.522 -0.371
*
```

Mulliken population analysis, charges in e, atoms 1 to 4: -0.1325 -1.5751 1.0905 1.7599